# 1
The following is a DFT calculation (the ωB97M-V functional and the def2-TZVPD basis) of the ion C5H8N with charge +1 at a distorted geometry.

Values from the calculation:
Spin multiplicity: 1
Molecular weight: 82.13 g/mol
HOMO-LUMO gap: 9.01 eV
Total charge: +1
Energy relative to the best compared isomer or geometry (same formula, charge and spin): 128.2 kcal per mole

Cartesian coordinates (Å):
N (-2.2428, -0.8481, 0.0370)
C (1.4770, 0.1858, 0.1015)
C (0.3054, 0.5225, 0.0894)
C (-0.9707, 1.2168, -0.2768)
C (2.8282, -0.2639, 0.2010)
C (-1.7408, 0.3938, 0.6526)
H (3.0331, -0.5125, 1.2424)
H (-0.8971, 2.2578, 0.0366)
H (-2.0961, -0.9502, -0.9856)
H (-1.1562, 1.1315, -1.3534)
H (3.4982, 0.5410, -0.0997)
H (3.0046, -1.1337, -0.4296)
H (-1.7938, -1.6292, 0.5355)
H (-3.2491, -0.9118, 0.2493)

Here are the Mulliken charges for atoms 1 to 5, given in e: -0.265, 1.149, -0.520, -0.429, -1.204



# 2
The following is a DFT calculation (the ωB97M-V functional and the def2-TZVPD basis) of the ion C5H8N with charge +1 at a distorted geometry.

Values from the calculation:
Spin multiplicity: 1
Molecular weight: 82.13 g/mol
HOMO-LUMO gap: 10.44 eV
SMILES: C=C1[C@@H]2[C@H]1[N@@H+]2C
Total charge: +1
Energy relative to the best compared isomer or geometry (same formula, charge and spin): 108.5 kcal per mole

Cartesian coordinates (Å):
N (0.2370, -0.8822, 0.5733)
C (0.6916, 1.0083, -0.3809)
C (1.0964, -0.3835, -0.4581)
C (0.3824, 2.1356, -1.0051)
C (-1.1337, -1.1281, 0.1863)
C (0.9282, 0.3522, 0.9900)
H (1.7919, 0.6077, 1.7189)
H (0.1657, 3.1086, -0.5823)
H (1.8956, -0.9111, -0.8594)
H (-1.2938, -0.6020, -0.7898)
H (0.3078, 2.0426, -2.0728)
H (0.5343, -1.7764, 1.0542)
H (-1.1583, -2.2098, 0.0844)
H (-1.8931, -0.9081, 0.9438)

Here are the Mulliken charges for atoms 1 to 5, given in e: 0.109, 0.530, -0.505, -0.633, -0.795



# 3
The following is a DFT calculation (the ωB97M-V functional and the def2-TZVPD basis) of the ion C5H8N with charge +1 at a distorted geometry.

Values from the calculation:
Spin multiplicity: 1
Molecular weight: 82.13 g/mol
HOMO-LUMO gap: 9.68 eV
SMILES: C#C/C=C\C[NH3+]
Total charge: +1
Energy relative to the best compared isomer or geometry (same formula, charge and spin): 95.5 kcal per mole

Cartesian coordinates (Å):
N (-0.5015, -1.0113, -0.1536)
C (-1.3429, 0.1887, 0.2926)
C (3.1483, -0.3705, 0.0414)
C (-0.4435, 1.3098, -0.1148)
C (2.0431, 0.1844, 0.1474)
C (0.9530, 1.1841, -0.0947)
H (-0.5430, -1.0991, -1.1602)
H (-0.9314, -1.8822, 0.0799)
H (0.5240, -0.8104, 0.1750)
H (1.3806, 2.0386, -0.4002)
H (-2.3950, 0.0183, -0.1816)
H (4.1302, -0.6975, -0.1160)
H (-1.5301, -0.0815, 1.4298)
H (-1.0131, 2.2247, -0.4645)

Here are the Mulliken charges for atoms 1 to 5, given in e: -0.342, -0.341, 0.118, -0.314, -0.770



# 4
The following is a DFT calculation (the ωB97M-V functional and the def2-TZVPD basis) of the ion C5H8N with charge +1 at a distorted geometry.

Values from the calculation:
Spin multiplicity: 1
Molecular weight: 82.13 g/mol
HOMO-LUMO gap (alpha / beta): 9.00 / 9.00 eV
SMILES: C[N+]1=C2C[C@]21C
Total charge: +1
Energy relative to the best compared isomer or geometry (same formula, charge and spin): 127.7 kcal per mole

Cartesian coordinates (Å):
N (-0.5957, -0.6905, 0.0515)
C (0.0500, -1.7209, 0.5676)
C (-1.9677, -0.5292, -0.0722)
C (0.5627, -0.0778, -0.1931)
C (1.2786, -1.5671, -0.1866)
C (1.0683, 1.3009, 0.1104)
H (-2.4108, -1.5628, -0.0239)
H (1.5348, 1.5272, 1.1109)
H (-2.1261, -0.0134, -1.1815)
H (-2.4464, 0.2037, 0.6117)
H (1.2828, -1.8828, -1.2246)
H (0.0917, 1.8610, 0.0349)
H (1.7999, 1.6816, -0.5857)
H (2.3836, -1.6437, 0.2114)

Here are the Mulliken charges for atoms 1 to 5, given in e: 0.407, -0.287, -0.707, 0.267, -0.214



# 5
The following is a DFT calculation (the ωB97M-V functional and the def2-TZVPD basis) of the ion C5H8N with charge +1 at a distorted geometry.

Values from the calculation:
Spin multiplicity: 1
Molecular weight: 82.13 g/mol
HOMO-LUMO gap: 8.35 eV
Total charge: +1
Energy relative to the best compared isomer or geometry (same formula, charge and spin): 96.9 kcal per mole

Cartesian coordinates (Å):
N (1.6185, -1.0710, 0.1116)
C (2.7595, -0.5789, -0.0703)
C (0.2880, 1.1230, 0.1171)
C (0.4234, -0.4258, 0.0668)
C (-0.7893, -0.8460, 0.0549)
C (-2.1708, -1.0384, -0.0059)
H (-2.6458, -0.4921, -0.8246)
H (-2.3043, -2.1079, -0.2334)
H (-0.0938, 1.5057, -0.8255)
H (3.6032, -1.2480, 0.0419)
H (-2.6677, -0.8517, 0.9497)
H (2.9869, 0.4543, -0.3456)
H (1.3010, 1.4985, 0.2790)
H (-0.3388, 1.4664, 0.9369)

Here are the Mulliken charges for atoms 1 to 5, given in e: -0.473, -0.144, -1.172, 0.451, 0.756



# 6
The following is a DFT calculation (the ωB97M-V functional and the def2-TZVPD basis) of the ion C5H8N with charge +1 at a distorted geometry.

Values from the calculation:
Spin multiplicity: 3
Molecular weight: 82.13 g/mol
HOMO-LUMO gap (alpha / beta): 6.72 / 8.93 eV
Total charge: +1
Energy relative to the best compared isomer or geometry (same formula, charge and spin): 39.7 kcal per mole

Cartesian coordinates (Å):
N (-2.2282, -0.1806, -0.0431)
C (-1.5818, -1.2548, 0.0244)
C (0.5150, -0.0212, -0.0021)
C (1.9839, 0.0744, -0.0134)
C (-0.1529, -1.1910, -0.0151)
C (-2.3665, 1.0482, 0.0054)
H (-0.0174, 0.9251, 0.0186)
H (-2.6163, 1.6103, -0.8902)
H (0.3705, -2.1330, -0.0484)
H (-2.4311, 1.5675, 0.9578)
H (2.3394, 0.8343, 0.6791)
H (2.4547, -0.8792, 0.2082)
H (-2.1128, -2.1959, 0.0848)
H (2.3079, 0.3967, -1.0067)

Here are the Mulliken charges for atoms 1 to 5, given in e: -0.028, -0.266, -0.145, -1.210, 0.190



# 7
The following is a DFT calculation (the ωB97M-V functional and the def2-TZVPD basis) of a structure of composition C5H8N2.

Values from the calculation:
Spin multiplicity: 1
Molecular weight: 96.13 g/mol
HOMO-LUMO gap: 9.56 eV
Energy relative to the best compared isomer or geometry (same formula, charge and spin): 61.7 kcal per mole

Cartesian coordinates (Å):
N (0.4989, 1.1997, 0.3926)
N (-2.6358, -0.0602, -0.6313)
C (-1.3429, 0.1420, -0.1003)
C (-0.2199, -0.7631, -0.3431)
C (-0.8545, 1.4506, 0.3232)
C (2.3322, -0.4768, -0.0137)
C (0.8947, -0.0682, -0.0121)
H (2.4360, -1.4935, -0.4005)
H (-1.3708, 0.3796, 1.1114)
H (1.1436, 1.8813, 0.7637)
H (-3.2196, 0.7490, -0.4504)
H (-3.0822, -0.8991, -0.2797)
H (2.7568, -0.4530, 0.9970)
H (-0.2673, -1.7790, -0.7125)
H (2.9309, 0.1908, -0.6443)

Here are the Mulliken charges for atoms 1 to 5, given in e: 0.075, -0.638, 0.845, -0.438, -1.005



# 8
The following is a DFT calculation (the ωB97M-V functional and the def2-TZVPD basis) of the molecule C5H8N2.

Values from the calculation:
Spin multiplicity: 1
Molecular weight: 96.13 g/mol
HOMO-LUMO gap: 9.86 eV
SMILES: Cc1cnn(C)c1
Energy relative to the best compared isomer or geometry (same formula, charge and spin): 13.9 kcal per mole

Cartesian coordinates (Å):
N (0.6662, -0.4815, 1.4113)
N (1.1289, -0.3060, 0.1656)
C (0.1880, 0.2239, -0.6557)
C (-2.3209, 0.8177, -0.3946)
C (-0.9621, 0.3960, 0.0867)
C (-0.5884, -0.0530, 1.3725)
C (2.4323, -0.8299, -0.1983)
H (2.3491, -1.5036, -1.0592)
H (-3.1019, 0.4334, 0.2710)
H (0.3855, 0.4145, -1.7036)
H (2.8081, -1.3833, 0.6647)
H (-2.4517, 1.9041, -0.4578)
H (-1.1920, -0.0863, 2.2725)
H (-2.5088, 0.4031, -1.3907)
H (3.1304, -0.0256, -0.4483)

Here are the Mulliken charges for atoms 1 to 5, given in e: -0.860, 0.628, -0.543, -1.126, 0.556